(1)
23
Properties=species:S:1:pos:R:3 method="wB97M-V/def2-TZVPD" e_homo_ev=-8.589 gap_ev=8.46 de_lowest_ev=1.823 e_tot_ev=-21396.922 smiles="CC(C)(C=S)c1ccccc1"
C 2.902 1.470 -0.033
C 1.851 1.840 0.861
C 2.566 0.590 -1.043
C 0.592 1.270 0.705
C 1.427 -0.230 -0.914
C 0.432 0.121 -0.074
C -2.101 0.493 0.506
C -1.700 -1.167 -1.192
C -1.031 -1.567 1.207
C -0.949 -0.529 0.080
S -2.757 1.633 -0.364
H 3.813 1.864 -0.102
H 2.143 2.564 1.473
H 3.125 0.341 -1.856
H -0.367 1.584 1.234
H 1.169 -1.014 -1.495
H -2.584 0.169 1.489
H -1.338 -0.614 -2.131
H -2.756 -1.229 -1.131
H -1.332 -2.178 -1.403
H -2.103 -2.022 1.152
H -0.257 -2.429 1.003
H -0.746 -0.962 2.025

---

(2)
24
Properties=species:S:1:pos:R:3 method="wB97M-V/def2-TZVPD" e_homo_ev=-7.712 gap_ev=8.35 de_lowest_ev=1.311 e_tot_ev=-29275.047
C -1.568 0.920 2.869
C -0.286 1.119 3.466
C -1.618 0.508 1.492
C 0.874 0.806 2.842
C -0.380 0.297 0.871
C 0.836 0.517 1.480
C 1.791 -0.192 -1.044
C 2.781 -0.186 -1.954
C -1.086 0.542 -2.821
C -0.573 -2.264 -1.368
Si -0.059 -0.374 -1.471
S 2.301 -0.035 0.652
H -2.465 1.270 3.408
H -0.420 1.474 4.488
H -2.589 0.461 1.021
H 1.789 1.225 3.337
H 3.766 -0.225 -1.597
H 2.751 -0.425 -3.017
H -1.401 -0.222 -3.445
H -1.936 0.924 -2.187
H -0.466 1.332 -3.211
H -0.676 -2.278 -0.298
H -1.600 -2.310 -1.796
H 0.237 -2.886 -1.718

---

(3)
36
Properties=species:S:1:pos:R:3 method="wB97M-V/def2-TZVPD" e_homo_ev="-13.005 / -13.027" gap_ev="8.66 / 6.60" de_lowest_ev=0.000 e_tot_ev=-109081.501 multiplicity=2 charge=+1
Cd -0.196 -1.521 -0.361
C -2.429 0.584 4.822
C -2.977 0.759 3.414
N -1.962 1.277 2.495
C -1.083 0.545 1.848
S -0.943 -1.130 2.049
N -0.233 1.360 1.060
N 0.476 0.669 0.208
C 1.626 1.097 -0.224
C 2.299 2.330 0.264
C 2.273 0.229 -1.237
C 3.313 0.708 -2.017
C 3.869 -0.117 -2.987
C 3.378 -1.400 -3.133
C 2.344 -1.816 -2.303
N 1.808 -1.030 -1.375
H -3.214 0.200 5.471
H -1.602 -0.125 4.836
H -2.086 1.534 5.230
H -3.329 -0.187 3.002
H -3.803 1.467 3.393
H -1.903 2.275 2.331
H 1.795 2.727 1.139
H 3.345 2.135 0.493
H 2.264 3.090 -0.522
H 3.674 1.717 -1.884
H 4.672 0.244 -3.615
H 3.775 -2.080 -3.872
H 1.942 -2.817 -2.387
F -0.910 -1.102 -2.646
As -2.536 -1.820 -2.381
F -3.269 -0.573 -3.263
F -2.511 -0.831 -0.899
F -3.984 -2.553 -1.895
F -1.583 -3.000 -1.341
F -2.303 -2.844 -3.713

---

(4)
36
Properties=species:S:1:pos:R:3 method="wB97M-V/def2-TZVPD" e_homo_ev="-16.278 / -16.120" gap_ev="4.95 / 4.81" de_lowest_ev=2.487 e_tot_ev=-107341.522 multiplicity=2 charge=+2
Ir 0.001 0.544 0.571
C -1.471 1.588 -4.889
C -0.052 1.902 -4.389
N 0.540 0.758 -3.770
C 0.468 0.498 -2.462
S -0.216 1.754 -1.367
N 0.866 -0.625 -1.925
N 0.745 -0.812 -0.646
C 1.132 -2.038 -0.070
C 1.605 -3.153 -0.905
C 0.970 -2.053 1.319
C 1.305 -3.125 2.195
C 1.061 -3.005 3.537
C 0.483 -1.837 4.059
C 0.175 -0.810 3.177
N 0.420 -0.914 1.879
H -1.832 2.434 -5.467
H -2.128 1.425 -4.036
H -1.497 0.706 -5.524
H -0.083 2.734 -3.680
H 0.556 2.194 -5.253
H 0.916 0.032 -4.377
H 1.534 -2.908 -1.961
H 1.027 -4.056 -0.705
H 2.643 -3.407 -0.673
H 1.749 -4.017 1.779
H 1.305 -3.817 4.212
H 0.273 -1.724 5.112
H -0.288 0.104 3.549
F -0.843 1.870 1.671
As -1.888 3.292 3.147
F -2.787 3.533 1.686
F -0.629 4.275 2.475
F -2.624 4.320 4.205
F -0.656 2.538 4.154
F -2.782 1.802 3.371

---

(5)
26
Properties=species:S:1:pos:R:3 method="wB97M-V/def2-TZVPD" e_homo_ev=-8.680 gap_ev=9.04 de_lowest_ev=1.934 e_tot_ev=-93503.700 smiles="Cc1ccc(CS)cc1.C=C(O)Br"
C -1.431 0.520 1.104
C -1.889 -1.773 0.830
C -0.091 0.312 0.920
C -0.536 -2.015 0.618
C -2.350 -0.505 1.170
C 0.426 -0.982 0.863
C -3.836 -0.270 1.219
C 1.630 2.560 -1.884
C 1.907 -1.289 0.902
C 1.661 1.575 -2.792
O 2.746 1.211 -3.481
S 2.709 -0.228 -0.433
Br -0.108 0.815 -3.314
H -1.696 1.568 1.262
H -2.605 -2.610 0.814
H 0.649 1.075 1.020
H -0.263 -2.983 0.280
H -4.368 -1.174 1.446
H -4.016 0.203 2.123
H -4.167 0.285 0.326
H 2.604 3.143 -1.573
H 4.094 -0.249 0.184
H 0.804 2.807 -1.212
H 2.317 -0.841 1.878
H 2.233 -2.280 0.718
H 3.576 1.123 -2.987

---

(6)
35
Properties=species:S:1:pos:R:3 method="wB97M-V/def2-TZVPD" e_homo_ev=-8.281 gap_ev=8.15 de_lowest_ev=0.081 e_tot_ev=-60023.205
Cs -0.913 -0.044 -0.068
C 2.983 2.648 -0.028
C 3.547 1.329 0.074
N 2.784 0.258 0.099
C 3.563 -0.890 0.072
C 4.948 -0.762 0.106
S 5.298 0.996 0.174
C 2.857 -2.141 0.019
C 3.514 -3.411 -0.061
S 2.415 -4.713 0.001
C 1.066 -3.517 0.018
N 1.472 -2.225 0.054
C -0.397 -3.741 0.022
H 2.599 2.976 0.920
H 2.125 2.708 -0.702
H 3.801 3.363 -0.272
H 5.654 -1.604 0.190
H 4.616 -3.562 -0.105
H -0.662 -4.794 -0.012
H -0.841 -3.215 -0.814
H -0.936 -3.227 0.811
O -0.009 4.554 -0.770
Cl -0.939 3.766 -0.016
O -1.869 4.720 0.631
O -0.151 2.820 0.789
O -1.824 2.858 -0.835
C -5.689 -0.356 -0.055
C -4.444 0.532 -0.022
N -4.471 1.871 -0.115
O -3.388 -0.110 0.155
H -5.846 -0.879 0.871
H -5.383 -1.165 -0.691
H -6.612 0.114 -0.422
H -5.277 2.465 0.050
H -3.590 2.381 -0.069

---

(7)
31
Properties=species:S:1:pos:R:3 method="wB97M-V/def2-TZVPD" e_homo_ev="-15.663 / -15.932" gap_ev="8.87 / 4.17" e_tot_ev=-56610.205 multiplicity=5 charge=+2
I -4.461 -1.287 1.571
I -4.580 1.280 1.316
Rh 0.175 0.018 -0.362
P 0.365 0.003 -2.558
C -1.161 -0.009 -3.558
C 1.172 1.571 -3.027
H 2.232 -1.518 -2.674
H 1.111 -1.727 -4.089
H 0.683 -2.373 -2.479
C 1.195 -1.556 -3.006
H 2.206 1.564 -2.679
H 1.094 1.729 -4.099
H -0.849 0.015 -4.602
H -1.755 0.891 -3.314
H 0.634 2.389 -2.502
H -1.734 -0.911 -3.330
C -1.590 -0.075 -0.712
O -2.720 -0.164 -1.032
Cl 2.566 0.065 -0.407
N 3.681 -0.261 4.919
C 2.619 -0.180 4.429
C 1.315 -0.054 3.795
C 0.120 -0.004 4.528
C -1.071 0.090 3.797
C -1.012 0.165 2.409
N 0.134 0.059 1.738
C 1.284 -0.020 2.403
H 0.132 -0.041 5.618
H -2.057 0.119 4.289
H -1.926 0.284 1.810
H 2.198 -0.060 1.806

---

(8)
45
Properties=species:S:1:pos:R:3 method="wB97M-V/def2-TZVPD" e_homo_ev=-9.761 gap_ev=8.68 de_lowest_ev=0.000 e_tot_ev=-126368.209
Cu -2.702 1.233 0.385
F -5.362 -1.705 -2.876
C -5.254 -1.590 -1.561
F -4.640 -2.669 -1.073
F -6.462 -1.491 -1.022
S -4.228 -0.135 -1.123
O -4.287 -0.071 0.350
O -2.916 -0.390 -1.666
N -5.063 0.993 -1.815
S -4.693 2.524 -1.714
O -3.659 2.805 -0.717
O -5.858 3.338 -1.735
C -3.843 2.850 -3.304
F -4.658 2.596 -4.319
F -2.754 2.085 -3.417
F -3.473 4.129 -3.342
C 4.910 -3.017 3.432
C 3.772 -2.376 2.645
S 4.332 -1.895 1.038
O 4.619 -3.094 0.296
O 5.327 -0.862 1.197
C 2.917 -1.142 0.290
C 2.687 0.287 0.763
N 1.410 0.802 0.253
C 0.213 0.683 0.870
N -0.738 1.298 0.185
C -0.152 1.839 -0.926
C 1.165 1.537 -0.892
N 2.148 1.819 -1.901
O 3.180 1.167 -1.885
O 1.853 2.651 -2.729
C -0.026 -0.067 2.133
H 4.554 -3.285 4.425
H 5.746 -2.328 3.539
H 5.263 -3.919 2.936
H 3.404 -1.475 3.140
H 2.946 -3.071 2.487
H 2.059 -1.789 0.483
H 3.132 -1.156 -0.780
H 3.487 0.927 0.413
H 2.657 0.368 1.847
H -0.699 2.380 -1.680
H 0.886 -0.232 2.701
H -0.473 -1.038 1.909
H -0.724 0.487 2.758

---

(9)
39
Properties=species:S:1:pos:R:3 method="wB97M-V/def2-TZVPD" e_homo_ev=-1.877 gap_ev=6.20 de_lowest_ev=0.440 e_tot_ev=-83770.514 charge=-2
Sr -1.029 -0.471 0.315
O -3.364 -1.869 -0.294
P -2.981 -1.811 -1.882
O -4.153 -1.969 -2.752
O -2.055 -0.609 -2.070
O -2.008 -3.113 -1.992
P -0.604 -3.338 -1.191
O 0.250 -2.071 -1.739
O -0.021 -4.638 -1.560
O -0.947 -3.079 0.275
H -2.719 -2.510 0.086
H -0.411 -1.461 -2.140
S 1.583 0.404 1.918
C 1.028 1.799 1.132
N 0.241 1.825 0.076
C -0.063 3.109 -0.323
C -0.896 3.436 -1.393
C -1.117 4.769 -1.693
C -0.521 5.784 -0.943
C 0.305 5.470 0.128
C 0.528 4.135 0.433
S 1.473 3.421 1.701
H -1.360 2.641 -1.964
H -1.768 5.027 -2.520
H -0.710 6.821 -1.190
H 0.762 6.254 0.720
C 3.780 -2.711 1.822
S 3.288 -2.948 0.107
C 2.951 -4.723 0.102
H 3.040 -3.158 2.486
H 3.791 -1.636 1.998
H 4.768 -3.126 2.035
H 3.835 -5.307 -0.158
H 2.148 -4.905 -0.614
H 2.593 -5.023 1.087
F -1.403 1.710 3.189
C -2.218 1.198 2.141
F -3.287 0.556 2.875
H -2.728 2.116 1.790

---

(10)
37
Properties=species:S:1:pos:R:3 method="wB97M-V/def2-TZVPD" e_homo_ev="-7.109 / -7.047" gap_ev="5.84 / 5.73" de_lowest_ev=0.901 e_tot_ev=-64062.199
C 1.916 -0.217 -2.236
C -0.439 -2.204 -0.823
C 2.037 -0.286 -0.731
H 2.822 -0.606 -2.728
C 0.109 -2.183 0.462
H -1.531 -2.344 -0.918
H 2.579 0.577 -0.328
H -0.562 -2.284 1.327
C 2.534 -1.594 -0.158
H 3.427 -1.354 0.444
H 2.877 -2.279 -0.946
C 0.655 -0.925 -2.794
H 0.823 -1.113 -3.863
H -0.212 -0.239 -2.717
C 0.336 -2.291 -2.111
H 1.256 -2.891 -2.024
H -0.311 -2.830 -2.827
C 1.572 -2.362 0.789
H 1.856 -3.434 0.783
H 1.760 -2.030 1.828
Sn -0.139 0.195 -0.048
H 1.862 0.846 -2.531
F -3.487 -1.362 1.780
C -3.067 -0.213 2.361
F -3.953 0.169 3.297
F -1.873 -0.467 2.973
S -2.910 1.159 1.114
O -2.616 0.513 -0.198
O -4.084 1.999 1.133
N -1.541 1.766 1.755
S -0.761 2.946 0.878
O 0.597 2.312 0.711
O -1.490 3.304 -0.331
C -0.128 4.629 1.576
F -1.177 5.455 1.801
F 0.589 4.488 2.699
F 0.670 5.151 0.601

---

(11)
36
Properties=species:S:1:pos:R:3 method="wB97M-V/def2-TZVPD" e_homo_ev=-11.587 gap_ev=7.77 de_lowest_ev=0.000 e_tot_ev=-32555.787 charge=+1
Li -0.959 1.055 1.900
O 6.082 0.398 0.351
N 5.464 -0.639 0.459
O 5.928 -1.754 0.340
C 4.032 -0.545 0.758
C 3.280 -1.715 0.876
C 1.949 -1.605 1.140
C 1.271 -0.370 1.408
O 0.086 -0.366 1.839
C 2.089 0.784 1.151
C 3.449 0.689 0.864
N 1.529 2.114 1.133
O 0.292 2.264 1.244
O 2.252 3.059 0.960
N 1.141 -2.827 1.118
O 1.553 -3.796 1.708
O 0.113 -2.790 0.457
H 3.745 -2.683 0.740
H 4.043 1.578 0.716
N -3.601 0.036 -2.031
C -3.515 1.518 -1.727
C -2.505 1.760 -0.597
N -2.465 0.657 0.360
C -2.015 -0.611 -0.258
C -2.299 -0.665 -1.758
H -3.884 -0.100 -3.001
H -4.330 -0.394 -1.459
H -4.518 1.843 -1.456
H -3.222 2.021 -2.646
H -2.762 2.690 -0.094
H -1.500 1.895 -0.999
H -3.364 0.535 0.813
H -2.493 -1.444 0.258
H -0.950 -0.759 -0.104
H -2.371 -1.690 -2.114
H -1.546 -0.144 -2.347

---

(12)
25
Properties=species:S:1:pos:R:3 method="wB97M-V/def2-TZVPD" e_homo_ev="-11.327 / -11.991" gap_ev="6.14 / 7.09" de_lowest_ev=6.778 e_tot_ev=-13548.556 charge=+1 smiles="C[NH+](C)/C=c1/ccc2cccn12"
C -2.897 -2.015 -0.036
C -3.871 -1.007 0.044
C -1.652 -1.429 -0.008
C -3.193 0.199 0.090
C -3.287 1.637 0.211
C -2.048 2.220 -0.022
C -1.140 1.176 -0.084
C 0.541 1.247 -0.633
C 2.550 -0.046 -1.037
C 1.339 -0.244 1.060
N -1.831 -0.037 0.039
N 1.281 -0.017 -0.430
H -3.052 -3.106 0.038
H -4.789 -1.153 0.434
H -0.625 -1.768 -0.011
H -4.196 2.122 0.108
H -1.788 3.255 -0.284
H 0.992 2.179 -0.118
H 3.244 0.527 -0.455
H 2.835 -1.054 -0.872
H 2.711 0.120 -2.117
H 2.122 0.464 1.254
H 0.358 -0.160 1.603
H 1.546 -1.212 1.396
H 0.937 -0.914 -0.756